Below is a molecular structure, C36H26MnN6O4PS at a distorted geometry, with properties calculated with the ωB97M-V functional and the def2-TZVPD basis.

Properties
Expectation value of S²: 8.898
Strongest force on any atom (eV/A): 5.4
Calculated total energy (eV): -106319.52828
HOMO (spin up / spin down) (eV): -10.869 / -10.929

Structure (ORCA input):
```
! wB97M-V def2-TZVPD RIJCOSX def2/J DEFGRID3
* xyz 1 6
Mn -0.18599 -0.12201 -0.17807
C -2.31932 3.69203 -1.51753
C -2.07288 2.99989 -2.81596
C -0.93392 2.38097 -3.12703
C 0.11628 1.99868 -2.17428
N 0.06956 2.14087 -0.87292
C -0.71714 3.14411 -0.19338
N 1.15308 1.36048 -2.77296
C 1.79686 0.34555 -2.32656
N 1.48121 -0.40169 -1.20718
C 2.17485 -1.59132 -1.27612
N 2.14577 -2.60037 -0.48311
C 1.32811 -2.77547 0.59654
C 1.61060 -3.88906 1.40690
C 0.83562 -4.15478 2.50909
C -0.24830 -3.32389 2.78504
C -0.48324 -2.25893 1.95062
N 0.28648 -1.96246 0.88874
C 3.06440 -1.55815 -2.44893
C 3.92349 -2.50419 -2.96788
C 4.59181 -2.18027 -4.14393
C 4.40718 -0.94685 -4.76101
C 3.53689 0.00098 -4.23465
C 2.86123 -0.33172 -3.07742
H -3.19726 4.33258 -1.56795
H -2.82914 3.10718 -3.58414
H -0.76957 1.99950 -4.12639
H -0.27629 3.33435 0.78480
H 2.45018 -4.50738 1.12753
H 1.05453 -4.99912 3.14885
H -0.90040 -3.50152 3.62795
H -1.34063 -1.61753 2.12218
H 4.05794 -3.46010 -2.48079
H 5.26164 -2.90439 -4.58822
H 4.94335 -0.72051 -5.67307
H 3.38725 0.95885 -4.71455
O -2.20481 -2.81396 -2.34230
S -2.19676 -1.53080 -1.72823
O -1.01906 -0.66390 -2.04664
O -2.29974 -1.50510 -0.25399
C -3.57789 -0.54665 -2.22974
C -4.48322 -0.90365 -3.20704
C -5.52579 -0.03093 -3.49011
C -5.64666 1.16748 -2.79794
C -4.73818 1.51292 -1.80656
C -3.69158 0.64662 -1.51545
P -2.51004 0.97939 -0.17339
C -2.26022 2.83756 -0.18833
C -1.01246 4.40007 -1.04863
C -1.19658 5.65284 -0.25693
C -2.06276 5.81817 0.74323
C -2.97284 4.80482 1.25570
C -3.05852 3.52267 0.88574
C -3.40681 0.55742 1.35262
C -4.49389 -0.31237 1.32856
C -5.01631 -0.80121 2.51500
C -4.45766 -0.43452 3.73069
C -3.39479 0.45772 3.76461
C -2.87012 0.94939 2.58108
H -4.36787 -1.84715 -3.72454
H -6.24957 -0.29025 -4.25052
H -6.46074 1.84197 -3.02776
H -4.85182 2.43769 -1.25285
H -0.29148 4.56002 -1.84760
H -0.55127 6.47963 -0.52808
H -2.11267 6.78688 1.22478
H -3.65507 5.13789 2.02914
H -3.82042 2.92284 1.36422
H -4.92055 -0.62687 0.38606
H -5.85905 -1.47893 2.48862
H -4.84723 -0.84665 4.65204
H -2.96978 0.76602 4.71097
H -2.05212 1.65933 2.61026
O 0.41363 0.49023 2.43583
N 0.05020 0.75013 1.40551
*
```